The following is a quantum chemistry calculation of a 2-piece molecular cluster, C2H2BrO3S overall, from the OMol25 dataset.

Geometry (Å):
C: 0.7090 0.5118 -0.1006
C: 0.0219 1.5484 -0.3127
O: 0.6007 -2.3797 1.1381
O: -0.8535 -2.1472 -0.8499
O: -1.5717 -1.2265 1.3161
S: -0.4843 -1.6889 0.4743
Br: 0.8457 3.3104 -1.2269
H: 1.7250 0.2599 -0.3226
H: -0.9928 1.8118 -0.1157

Force components x, y, z for each atom (eV/Å):
-0.313 -3.285 0.488
-0.326 1.713 -0.468
-0.248 0.318 -0.344
0.375 0.307 0.490
0.556 -0.093 -0.398
0.243 1.463 -0.089
-0.282 -0.668 0.418
0.300 0.130 -0.060
-0.304 0.115 -0.037

Values from the calculation:
Energy above the lowest of the compared OMol25 structures with the same formula, charge and spin   2.198 eV
Energy   -3275.32216 a.u.
Net charge   -1
Max |F|   3.3 eV Å⁻¹
Frontier orbital gap (spin up / spin down)   7.90 / 7.90 eV

Atomic partial charges in e from the Mulliken method, atoms 1 to 4: -0.5008 -0.1848 -0.5304 -0.4975

=====

The following is a quantum chemistry calculation of one molecule with the formula C2H2Cl2F2, from the OMol25 dataset.

Geometry (Å):
F: 0.6146 -1.1854 1.0828
C: 0.5253 -0.4490 -0.0913
Cl: 2.1233 0.1682 -0.4515
C: -0.5248 0.5825 -0.1262
F: -0.5567 1.4144 0.8704
Cl: -2.1375 -0.3236 -0.3887
H: 0.2902 -1.2357 -0.8181
H: -0.5715 1.0161 -1.1723

Force components x, y, z for each atom (eV/Å):
-0.384 0.976 -0.016
0.961 -2.798 0.247
0.249 0.455 -0.023
-2.058 -0.718 -3.313
-0.041 0.848 0.931
0.332 0.236 0.902
0.076 0.654 -0.271
0.865 0.347 1.542

Values from the calculation:
SMILES   F[C@H](Cl)[C@H](F)Cl
Energy above the lowest of the compared OMol25 structures with the same formula, charge and spin   0.558 eV
Energy   -1197.50123 a.u.
Net charge   0
Max |F|   4.0 eV Å⁻¹
Frontier orbital gap   12.14 eV

Atomic partial charges in e from the Mulliken method, atoms 1 to 4: -0.2421 0.0471 -0.1466 0.1139

=====

The following is a quantum chemistry calculation of a 2-piece molecular cluster, C2H2Cl2O overall, from the OMol25 dataset.

Geometry (Å):
C: 0.2251 0.9788 1.4102
C: -1.3913 0.1534 -0.0496
O: 0.7693 1.8041 0.8465
Cl: -2.7593 1.1522 -0.2452
Cl: -1.7082 -1.3627 0.6088
H: 0.2414 0.3765 2.3623
H: -0.8713 0.1007 -1.0648

Force components x, y, z for each atom (eV/Å):
-3.908 -2.716 -2.039
3.456 1.330 -0.002
1.957 1.835 0.175
-0.844 0.780 0.121
-0.429 -1.706 0.539
0.205 0.526 -0.453
-0.437 -0.049 1.658

Values from the calculation:
Energy above the lowest of the compared OMol25 structures with the same formula, charge and spin   3.021 eV
Energy   -1072.91356 a.u.
Net charge   0
Max |F|   5.2 eV Å⁻¹
Frontier orbital gap (spin up / spin down)   8.56 / 8.56 eV

Atomic partial charges in e from the Mulliken method, atoms 1 to 4: 0.2192 -0.2162 -0.2631 -0.1481